# 1
The following is a DFT calculation (wB97M-V/def2-TZVPD) of one molecule with the formula C4H10O at a distorted geometry.

Structure (XYZ):
```
15
Properties=species:S:1:pos:R:3:forces:R:3:nbo_charge:R:1
C 1.52151 -0.91817 -0.45244 -0.52 0.54 0.90 -0.6180
C 0.48381 -0.79047 0.68455 -0.15 -0.29 -0.33 -0.4149
C -0.62928 0.25400 0.40666 1.19 0.17 -0.48 0.0984
C -1.36361 -0.06094 -0.88970 0.02 0.01 -0.36 -0.6304
O -0.07694 1.57872 0.30255 0.43 0.26 1.52 -0.7307
H 2.33111 -1.57799 -0.16640 0.25 0.04 0.11 0.2091
H 1.87381 0.08966 -0.64569 0.43 0.03 -0.17 0.2175
H 1.10465 -1.30106 -1.36249 -0.38 -0.23 -0.47 0.2029
H 1.01655 -0.63406 1.63549 -0.26 0.43 -0.21 0.1983
H -0.03429 -1.73483 0.83166 -0.07 -0.33 -0.02 0.1969
H -1.32174 0.26484 1.22910 -0.51 -0.24 0.46 0.1605
H -2.26543 0.55039 -1.03576 0.32 -0.06 0.22 0.2193
H -0.72069 0.09280 -1.78723 -0.35 -0.18 0.73 0.2174
H -1.68137 -1.11101 -0.83357 0.06 0.20 -0.25 0.2090
H 0.23835 1.82500 1.22002 -0.48 -0.35 -1.65 0.4647
```
Positions in Å, forces in eV/Å.

SMILES string: CC[C@H](C)O
ΔE to the lowest compared entry with this formula, charge and spin: 7.21 kcal per mole


# 2
The following is a DFT calculation (wB97M-V/def2-TZVPD) of a 2-piece molecular cluster, C4H10O overall at a distorted geometry.

Structure (XYZ):
```
15
Properties=species:S:1:pos:R:3:forces:R:3:nbo_charge:R:1
C 2.48819 0.15901 -0.25634 -1.19 -0.02 1.40 -0.4098
C 1.25913 0.07062 -0.74448 -0.31 -2.62 -2.73 -0.1673
C -0.02832 -0.63144 -0.14333 -0.53 3.56 -2.91 -0.4348
C 0.16414 -0.69651 1.26874 3.61 -0.15 2.74 -0.6148
H 3.39594 0.13776 -0.83314 0.00 0.62 -0.17 0.2085
H 2.51019 0.14181 0.81461 0.90 -0.16 0.59 0.1792
H 1.32503 0.00012 -1.84437 -0.74 0.32 0.22 0.1785
H -0.16720 -1.59020 -0.59003 0.21 -0.67 -0.64 0.2178
H -0.97715 -0.00506 -0.49284 1.82 -1.18 0.98 0.2267
H 0.96105 -1.41981 1.65032 -0.83 0.50 -1.03 0.2009
H -0.59628 -0.86029 1.91944 -2.94 -0.67 1.41 0.2131
H 0.58821 0.23904 1.61627 -0.05 0.49 0.14 0.1999
O -3.56297 1.12491 -0.89515 0.11 -0.76 -0.05 -0.9353
H -3.92761 1.41596 -0.06505 -0.19 0.15 0.43 0.4686
H -3.43235 1.91407 -1.40464 0.10 0.60 -0.39 0.4686
```
Positions in Å, forces in eV/Å.

SMILES string: C=CCC.O
ΔE to the lowest compared entry with this formula, charge and spin: 48.56 kcal per mole


# 3
The following is a DFT calculation (wB97M-V/def2-TZVPD) of a 2-piece molecular cluster, C4H10O2 overall.

Structure (XYZ):
```
16
Properties=species:S:1:pos:R:3:forces:R:3:nbo_charge:R:1
C 0.73748 -1.05388 -0.99084 0.00 0.06 0.20 -0.3848
C 0.71060 -0.85659 0.32212 0.08 -0.13 -0.26 -0.2022
C -0.45385 -1.20536 1.19751 0.09 -0.29 -0.26 -0.1079
O -0.57333 -0.19093 2.18611 -0.16 0.00 0.27 -0.7340
H -0.12885 -1.45280 -1.51622 0.15 0.06 0.08 0.1953
H 1.60098 -0.78360 -1.59266 -0.09 -0.13 0.12 0.2010
H 1.56129 -0.41477 0.84180 -0.06 -0.12 -0.08 0.2047
H -0.27063 -2.18062 1.67541 -0.04 0.15 -0.03 0.1712
H -1.36549 -1.27807 0.58880 0.13 0.01 0.10 0.1805
H -1.24820 -0.46798 2.81824 0.13 0.17 -0.11 0.4765
C -0.35160 2.01508 -1.20143 0.10 0.14 -0.32 -0.2479
O -1.14986 1.48188 -0.16914 0.03 0.12 0.24 -0.7342
H -0.82791 1.72940 -2.14366 0.08 0.11 0.06 0.1753
H -0.28959 3.11554 -1.16455 -0.02 -0.26 0.05 0.1592
H 0.66437 1.59523 -1.20684 -0.21 0.14 0.04 0.1654
H -0.63508 1.42849 0.64778 -0.20 -0.03 -0.09 0.4816
```
Positions in Å, forces in eV/Å.

SMILES string: C=CCO.CO
ΔE to the lowest compared entry with this formula, charge and spin: 44.53 kcal per mole


# 4
The following is a DFT calculation (wB97M-V/def2-TZVPD) of a 2-piece molecular cluster, C4H10O2 overall.

Structure (XYZ):
```
16
Properties=species:S:1:pos:R:3:forces:R:3:nbo_charge:R:1
C -0.82875 0.15242 -1.14677 0.13 0.07 0.03 -0.4510
C 0.27590 0.42125 -0.44748 -0.18 -0.04 -0.12 -0.0072
C 1.65976 0.10672 -0.94822 0.06 0.01 -0.02 -0.6515
C 0.18183 1.07071 0.92368 0.29 0.07 -0.13 -0.1020
O -1.08967 0.99203 1.51232 -0.08 -0.24 0.11 -0.7240
H -0.78902 -0.31020 -2.13019 0.06 0.07 0.13 0.2004
H -1.80331 0.41472 -0.74249 0.14 -0.05 -0.10 0.2207
H 1.62549 -0.56463 -1.81154 0.00 0.13 0.12 0.2205
H 2.18600 1.01917 -1.25254 -0.07 -0.08 0.07 0.2243
H 2.26436 -0.36413 -0.16307 -0.10 0.06 -0.13 0.2175
H 0.96078 0.64113 1.57683 -0.15 0.02 -0.10 0.1656
H 0.41771 2.13859 0.82440 0.01 -0.14 0.01 0.1942
H -1.27921 0.04656 1.65535 -0.04 0.25 -0.02 0.4920
O -1.15914 -1.90921 1.10419 -0.06 -0.13 -0.10 -0.9617
H -0.68596 -1.53746 0.34234 -0.06 -0.03 0.05 0.4868
H -1.93676 -2.31768 0.70319 0.06 0.03 0.18 0.4754
```
Positions in Å, forces in eV/Å.

SMILES string: C=C(C)CO.O
ΔE to the lowest compared entry with this formula, charge and spin: 24.17 kcal per mole


# 5
The following is a DFT calculation (wB97M-V/def2-TZVPD) of one molecule with the formula C4H10O2.

Structure (XYZ):
```
16
Properties=species:S:1:pos:R:3:forces:R:3:nbo_charge:R:1
C 0.91943 -0.71184 -1.21203 0.01 0.00 -0.03 -0.6180
C 0.21176 -0.23030 0.04701 -0.12 -0.04 -0.32 0.2122
C -0.94920 -1.15911 0.40856 -0.05 -0.01 0.04 -0.6337
O 1.16248 -0.21553 1.09923 -0.04 0.13 0.22 -0.7267
C -0.26537 1.21562 -0.14562 0.06 -0.08 -0.25 -0.0839
O -0.64468 1.72565 1.13124 0.00 0.21 0.03 -0.7403
H 1.80711 -0.10166 -1.40881 -0.14 -0.07 0.03 0.2164
H 1.24023 -1.75302 -1.09936 -0.08 0.17 0.02 0.2209
H 0.24332 -0.65030 -2.07233 0.12 -0.02 0.09 0.2077
H -1.65698 -1.26387 -0.42224 0.11 0.05 0.11 0.2055
H -0.55079 -2.14843 0.65423 -0.06 0.14 -0.03 0.2185
H -1.49120 -0.77799 1.28005 0.06 -0.04 -0.10 0.2188
H 0.75936 0.36645 1.76560 0.23 -0.21 0.00 0.4790
H 0.56448 1.80119 -0.56337 -0.13 -0.08 0.08 0.1724
H -1.11781 1.27101 -0.83684 0.13 -0.08 0.10 0.1709
H -0.28420 2.61231 1.22372 -0.11 -0.07 0.04 0.4802
```
Positions in Å, forces in eV/Å.

SMILES string: CC(C)(O)CO
ΔE to the lowest compared entry with this formula, charge and spin: 10.71 kcal per mole


# 6
The following is a DFT calculation (wB97M-V/def2-TZVPD) of one molecule with the formula C4H10O2 at a distorted geometry.

Structure (XYZ):
```
16
Properties=species:S:1:pos:R:3:forces:R:3:nbo_charge:R:1
C 0.30129 0.79595 1.97844 0.00 0.11 0.18 -0.6165
C -0.22628 0.37341 0.62762 -0.08 -0.10 0.55 0.0778
O -0.41434 1.54136 -0.14847 -0.22 0.10 -0.12 -0.7369
C 0.69075 -0.57239 -0.08441 -0.94 0.20 0.17 -0.4545
C -0.29305 -1.19638 -1.55738 0.94 1.30 2.71 -0.1549
O -1.06815 -0.21560 -2.17613 0.36 0.19 -0.09 -0.7298
H -0.41796 1.46821 2.44971 0.10 -0.01 0.08 0.2196
H 0.45853 -0.07574 2.62248 -0.03 0.14 -0.06 0.2052
H 1.25216 1.32641 1.86020 -0.11 -0.05 0.03 0.2088
H -1.18246 -0.15913 0.75490 -0.01 0.20 0.14 0.1515
H -0.87408 1.25333 -0.95343 0.14 0.13 0.13 0.4883
H 0.94426 -1.48184 0.48740 -0.40 0.21 -0.25 0.2084
H 1.66162 -0.06271 -0.30518 -0.79 -0.29 -0.40 0.2062
H -0.93830 -1.87368 -1.01700 0.44 -0.46 -0.30 0.1862
H 0.78016 -1.18367 -1.52797 0.54 -1.49 -2.84 0.2532
H -0.67416 0.06245 -3.01079 0.06 -0.18 0.09 0.4875
```
Positions in Å, forces in eV/Å.

SMILES string: C[C@@H](O)CCO
ΔE to the lowest compared entry with this formula, charge and spin: 80.74 kcal per mole


# 7
The following is a DFT calculation (wB97M-V/def2-TZVPD) of a 2-piece molecular cluster, C4H10O2 overall at a distorted geometry.

Structure (XYZ):
```
16
Properties=species:S:1:pos:R:3:forces:R:3:nbo_charge:R:1
C 0.96077 1.23127 1.44234 0.02 0.95 1.56 -0.4332
C 1.10825 -0.15875 0.98097 1.96 -1.47 -0.28 -0.4370
C -0.29988 -0.52146 0.65463 -1.09 -1.89 -0.09 -0.0670
O -0.92687 0.61042 0.16482 -0.77 1.21 -0.50 -0.5222
C -0.26587 1.73917 0.67807 1.21 1.52 -0.12 -0.0746
H 1.84158 1.89932 1.38449 -0.45 -0.47 -0.12 0.2219
H 0.73108 1.06911 2.51303 -0.16 0.92 -0.25 0.1964
H 1.48775 -0.81153 1.79048 0.01 0.22 -0.52 0.2153
H 1.83099 -0.20601 0.14379 -0.64 -0.34 0.05 0.2033
H -0.89773 -0.81259 1.53965 0.64 -0.37 0.05 0.1609
H -0.39778 -1.32763 -0.09767 0.06 0.32 0.37 0.1894
H 0.03658 2.34133 -0.20021 -0.10 -0.02 0.44 0.1710
H -0.78674 2.41321 1.38504 -0.71 -0.58 -0.58 0.1758
O -1.85815 -2.59630 -4.08415 1.20 0.31 -0.13 -0.9402
H -1.38975 -1.85195 -3.64278 -0.49 -0.79 -0.49 0.4714
H -1.17422 -3.01758 -4.65248 -0.72 0.49 0.63 0.4689
```
Positions in Å, forces in eV/Å.

SMILES string: C1CCOC1.O
ΔE to the lowest compared entry with this formula, charge and spin: 31.67 kcal per mole


# 8
The following is a DFT calculation (wB97M-V/def2-TZVPD) of one molecule with the formula C4H10O2 at a distorted geometry.

Structure (XYZ):
```
16
Properties=species:S:1:pos:R:3:forces:R:3:nbo_charge:R:1
O 2.92349 0.59901 0.45189 -0.71 -0.01 0.92 -0.7118
C 1.74101 -0.11943 0.08446 0.64 -0.47 -0.59 -0.0589
C 0.54182 0.77219 -0.18804 0.47 -0.20 -0.47 -0.4307
C -0.67788 -0.02241 -0.68983 -0.13 1.08 0.21 -0.4355
C -1.72185 -0.25416 0.42195 0.82 -1.11 -0.63 -0.0561
O -2.91182 -0.79880 -0.12575 -0.39 1.20 0.75 -0.7134
H 2.78273 0.89926 1.35953 0.27 0.14 -0.15 0.4582
H 1.45786 -0.91508 0.78876 0.34 0.11 0.15 0.1516
H 2.11511 -0.60150 -0.82504 -0.69 -0.20 -0.09 0.1756
H 0.89362 1.43143 -0.97860 -0.23 0.50 0.16 0.2165
H 0.34256 1.33001 0.73142 -0.21 0.21 -0.20 0.1937
H -1.22489 0.50466 -1.47502 0.20 0.32 0.02 0.2152
H -0.26767 -0.89249 -1.21842 -0.52 -0.46 0.55 0.2003
H -1.26322 -0.92667 1.15925 -0.28 -0.04 0.19 0.1507
H -2.01252 0.64952 0.95446 0.17 0.21 -0.31 0.1830
H -2.71837 -1.65555 -0.45102 0.23 -1.28 -0.51 0.4614
```
Positions in Å, forces in eV/Å.

SMILES string: OCCCCO
ΔE to the lowest compared entry with this formula, charge and spin: 27.14 kcal per mole